44
Properties=species:S:1:pos:R:3 method="wB97M-V/def2-TZVPD" e_tot_ev=-23047.1615 relative_energy_kj_mol=28.0 smiles="CCCCN(CC)C(=O)Cc1cn(C)c2ccccc12" largest_force_ev_per_a=0.5 gap_ha=0.3120 e_homo_ev=-7.79
C -0.4026 -0.1358 2.4046
C -0.3476 -1.5525 1.8474
C -1.6907 -2.0607 1.3211
H -1.6344 -3.1471 1.2125
H -2.4677 -1.8540 2.0586
C -2.0950 -1.5180 -0.0579
N -2.3442 -0.0949 -0.1156
C -1.7904 0.7675 -1.0031
O -2.1103 1.9434 -1.0213
C -0.7584 0.2423 -1.9992
C 0.5419 -0.1332 -1.3668
C 1.2324 -1.3030 -1.5089
N 2.3970 -1.2697 -0.7882
C 2.4771 -0.0568 -0.1621
C 3.4527 0.4561 0.6851
C 3.2639 1.7294 1.1762
C 2.1363 2.4831 0.8360
C 1.1647 1.9828 -0.0001
C 1.3268 0.6936 -0.5070
H 0.2944 2.5654 -0.2598
H 2.0323 3.4784 1.2425
H 4.0028 2.1581 1.8376
H 4.3270 -0.1207 0.9488
C 3.3685 -2.3207 -0.7023
H 3.0427 -3.1647 -1.3079
H 3.4858 -2.6534 0.3330
H 4.3402 -1.9786 -1.0684
H 0.9805 -2.1748 -2.0854
H -0.5909 1.0683 -2.6972
H -1.1681 -0.5993 -2.5622
C -3.4514 0.4153 0.6794
C -4.7887 0.2644 -0.0414
H -5.5869 0.6723 0.5728
H -5.0095 -0.7816 -0.2450
H -4.7616 0.8079 -0.9824
H -3.2582 1.4748 0.8594
H -3.4743 -0.1062 1.6358
H -3.0049 -2.0480 -0.3733
H -1.2998 -1.7640 -0.7575
H -0.0160 -2.2267 2.6419
H 0.3916 -1.5973 1.0480
H -0.6907 0.5756 1.6381
H 0.5768 0.1552 2.7778
H -1.1151 -0.0745 3.2249